Here is a cluster of 2 separate species, Cl2HO2P in total in a non-equilibrium geometry from OMol25. Energies are from ωB97M-V/def2-TZVPD.

The gap between HOMO and LUMO comes out at 9.769 eV. Its spin multiplicity is 1. As for the SMILES: O=PCl.OCl.

```
6
Cl2HO2P | OMol25 | ωB97M-V/def2-TZVPD
O -1.32118 1.86184 -0.35240
P -1.69075 0.98218 0.68422
Cl -0.20174 1.01498 2.14195
O 1.45931 -1.60045 -0.56579
Cl -0.18345 -1.45487 -0.89501
H 1.93781 -0.80368 -1.01297
```

Here is an isolated molecule of C19H23N3O5 in a non-equilibrium geometry from OMol25. Energies are from ωB97M-V/def2-TZVPD.

The gap between HOMO and LUMO comes out at 8.466 eV. Its spin multiplicity is 1. As for the SMILES: COc1cc2c(cc1OC)CN(CC(=O)NC(=O)NCc1ccco1)CC2.

```
50
C19H23N3O5 | OMol25 | ωB97M-V/def2-TZVPD
C -2.32856 -2.91878 -1.10038
O -2.08788 -2.14837 0.04833
C -0.82258 -1.68477 0.25748
C 0.24308 -1.87566 -0.59819
C 1.52030 -1.41231 -0.28564
C 1.72484 -0.76011 0.91841
C 0.64696 -0.52164 1.76894
C -0.62670 -0.95397 1.45212
O -1.73508 -0.74221 2.20841
C -1.64992 0.19718 3.25573
C 3.11758 -0.31580 1.29658
N 3.94894 -0.01659 0.14488
C 3.66199 1.25606 -0.49329
C 2.18708 1.56097 -0.77251
O 1.65314 1.34718 -1.84270
N 1.54317 2.13059 0.28555
C 0.17627 2.45638 0.44305
O -0.20300 2.84658 1.52572
N -0.56790 2.33353 -0.66035
C -1.97243 2.69433 -0.67292
C -2.87779 1.51494 -0.81126
C -3.36024 0.86668 -1.91194
C -4.19694 -0.16573 -1.42478
C -4.15276 -0.06944 -0.06800
O -3.36304 0.94178 0.30785
C 3.98924 -1.16613 -0.73835
C 2.62216 -1.57372 -1.29906
H -2.17121 -2.33884 -2.01603
H -1.69767 -3.81407 -1.12379
H -3.37410 -3.21594 -1.03967
H 0.10591 -2.38913 -1.53680
H 0.82208 0.01609 2.68774
H -1.02502 -0.17162 4.07674
H -2.66957 0.32735 3.61401
H -1.26401 1.15778 2.90180
H 3.09235 0.55065 1.96274
H 3.61577 -1.12562 1.84500
H 4.06508 2.04666 0.15130
H 4.19426 1.27912 -1.44657
H 2.06363 2.26877 1.14213
H -0.13877 1.92185 -1.48295
H -2.14709 3.38948 -1.50023
H -2.17541 3.19102 0.27977
H -3.15089 1.09995 -2.93636
H -4.75311 -0.87192 -2.00656
H -4.61012 -0.64933 0.70756
H 4.68397 -0.95185 -1.55412
H 4.40555 -1.98901 -0.14942
H 2.66326 -2.60733 -1.64979
H 2.37517 -0.94503 -2.16013
```

Here is a cluster of 2 separate species, C3H11N3O in total in a non-equilibrium geometry from OMol25. Energies are from ωB97M-V/def2-TZVPD.

The gap between HOMO and LUMO comes out at 9.652 eV. Its spin multiplicity is 1. As for the total charge: +2.

```
18
C3H11N3O | OMol25 | ωB97M-V/def2-TZVPD
C -2.10020 0.80491 0.56976
C 1.39007 -1.13281 -0.88145
C 0.85494 -0.14098 0.25634
N -2.64352 0.05821 1.52607
N -2.83541 1.59216 -0.21001
N 2.81979 -0.91480 -1.21734
O 1.92616 0.40310 0.83858
H 1.24755 -2.10320 -0.35350
H 0.80015 -0.96186 -1.77106
H -1.02249 0.61142 0.31882
H -1.99039 -0.28462 2.25993
H -3.63548 -0.16337 1.60832
H -2.42878 2.41712 -0.70900
H -3.82075 1.57589 -0.30822
H 3.37707 -0.89611 -0.31281
H 3.00476 0.08265 -1.61476
H 3.26463 -1.58584 -1.81307
H 1.79191 0.63813 1.81341
```

Here is a cluster of 4 separate species, C17H32ClNO11P in total from OMol25. Energies are from ωB97M-V/def2-TZVPD.

The gap between HOMO and LUMO comes out at 9.134 eV. Its spin multiplicity is 1. As for the total charge: +1.

```
63
C17H32ClNO11P | OMol25 | ωB97M-V/def2-TZVPD
C 1.31573 -1.69234 -0.92128
O -0.03821 -1.72234 -1.23515
C -0.78658 -0.62552 -0.74884
C -0.75665 0.56333 -1.70792
C -1.23887 1.88859 -1.10587
C -0.26237 2.53768 -0.10019
C -0.47565 2.21597 1.40108
C 0.74194 1.64162 2.13706
C 2.05146 2.42218 1.97119
N 3.09228 1.62020 1.19358
P 4.45966 2.46295 0.16886
O 4.66071 1.29882 -0.91476
Cl 3.29304 3.78061 -0.79939
H 1.84554 -0.87021 -1.44138
H 1.75093 -2.63459 -1.25727
H 1.48616 -1.59014 0.16686
H -1.81414 -0.97423 -0.63035
H -0.42545 -0.34741 0.24994
H 0.27263 0.69079 -2.08180
H -1.37193 0.31627 -2.57815
H -1.41038 2.58256 -1.93484
H -2.21914 1.74405 -0.63468
H 0.76173 2.25424 -0.40222
H -0.30416 3.62578 -0.22090
H -0.80962 3.10602 1.93818
H -1.29238 1.49008 1.50378
H 0.51038 1.60233 3.20195
H 0.90849 0.60219 1.82123
H 1.92828 3.36204 1.43489
H 2.49982 2.63876 2.94334
H 2.59568 0.92307 0.63072
H 3.63478 1.08348 1.87271
H 3.98309 1.17969 -1.58807
C -2.63473 0.99327 6.65570
C -1.71495 1.69850 7.64122
O -0.70741 2.24044 6.77012
C -1.23058 2.37230 5.53958
O -0.71384 2.96628 4.64252
O -2.41660 1.74733 5.45205
H -3.68827 1.03529 6.91221
H -2.33571 -0.03918 6.47311
H -2.20563 2.52643 8.15247
H -1.24155 1.04173 8.36378
C -3.38949 -2.47908 -2.49256
C -4.73080 -2.87722 -3.08934
O -5.62691 -1.95012 -2.46249
C -4.93462 -0.86600 -2.06517
O -5.40087 0.14104 -1.64982
O -3.60255 -1.09023 -2.20064
H -2.54048 -2.57173 -3.16356
H -3.17295 -2.99856 -1.55763
H -4.76707 -2.72096 -4.16783
H -5.04532 -3.88802 -2.84963
C 4.31832 -3.30029 -4.09107
C 3.40057 -2.61254 -5.09081
O 2.17769 -3.33132 -4.92161
C 2.17069 -3.92139 -3.70614
O 1.24079 -4.46253 -3.21189
O 3.38646 -3.78404 -3.11715
H 5.03027 -2.63891 -3.60591
H 4.84181 -4.15195 -4.52617
H 3.22495 -1.56275 -4.84087
H 3.72195 -2.69231 -6.12476
```

Here is a structure of composition C3H8N2S in a non-equilibrium geometry from OMol25. Energies are from ωB97M-V/def2-TZVPD.

The gap between HOMO and LUMO comes out at 8.754 eV. Its spin multiplicity is 1.

```
14
C3H8N2S | OMol25 | ωB97M-V/def2-TZVPD
C 1.45762 -0.12028 -1.57430
C 1.54185 0.17454 -0.09478
C 0.19561 0.04100 0.48073
H 0.48626 -0.97608 -1.98440
H 2.63295 -0.82990 -1.56898
H 1.44342 0.93479 -2.23475
H 2.44732 -0.42730 0.36699
H 2.31576 1.90778 -0.96309
H 2.23309 2.06372 0.70826
H -0.19959 0.70871 1.41047
H -2.72621 -2.16385 0.97123
N 1.72049 1.54087 -0.11101
N -0.70823 -0.69116 -0.10053
S -2.18058 -0.48359 0.74407
```

Here is an isolated molecule of C3H3N3S2 from OMol25. Energies are from ωB97M-V/def2-TZVPD.

The gap between HOMO and LUMO comes out at 8.292 eV. Its spin multiplicity is 1. As for the SMILES: S=Cn1nncc1S.

```
11
C3H3N3S2 | OMol25 | ωB97M-V/def2-TZVPD
S -2.49971 -1.26462 0.37431
C -1.36750 -0.13670 0.26777
N -0.02920 -0.33184 -0.07157
N 0.47110 -1.53607 -0.42474
N 1.71165 -1.40251 -0.69002
C 2.06733 -0.07678 -0.53242
C 0.97446 0.61554 -0.10414
S 0.77495 2.32800 0.20454
H -1.52663 0.92220 0.45430
H 3.05740 0.26007 -0.72982
H 0.94490 2.28424 1.53104
```